[1]
ORCA calculation (ωB97M-V with the def2-TZVPD basis set) on a cluster of 2 separate species, C23H33O9P in total.

```
66
Properties=species:S:1:pos:R:3:lowdin_charge:R:1
C 0.8489 1.5099 2.9380 0.12
C 0.0902 1.1747 2.0338 -0.09
C -0.9446 1.0650 0.8804 -0.16
C -0.7690 -0.5024 0.4498 -0.15
C -1.9471 -1.1998 -0.3418 -0.13
C -1.4679 -2.7216 -0.6185 -0.18
C -0.7187 -2.8900 -2.0293 -0.17
C 0.7598 -3.5044 -1.8988 -0.21
C 1.8411 -2.7420 -2.8095 -0.21
C 3.2635 -3.0185 -2.1685 -0.18
C 4.4993 -2.8108 -3.1501 -0.20
O 5.4880 -3.8381 -2.8141 -0.25
C 6.4368 -3.3237 -1.8577 -0.14
C 0.5287 -0.2590 -0.4662 -0.34
O 1.6367 -0.7025 -0.3811 0.17
O 0.0003 0.7058 -1.4119 -0.03
C -0.6353 1.7016 -0.5519 -0.36
C 0.3517 2.9309 -0.6969 -0.14
C 0.9072 3.1887 -2.0905 -0.02
C 1.8470 4.3164 -2.4004 -0.06
C 2.2919 5.2090 -1.2628 -0.08
C 1.7595 4.9823 0.1190 -0.07
C 0.7848 3.8660 0.3801 -0.02
P -2.2689 2.4175 -1.2378 0.67
O -3.4493 1.5091 -1.0196 -0.31
O -2.1765 2.6880 -2.9069 -0.15
O -2.6593 3.9088 -0.5253 -0.15
H 1.4370 1.5734 3.8858 0.06
H -2.0364 1.1789 1.1774 0.13
H -0.4109 -0.9647 1.4154 0.15
H -2.1528 -0.7469 -1.3510 0.11
H -2.8713 -1.2378 0.3246 0.13
H -2.3986 -3.3800 -0.6471 0.11
H -0.8556 -3.1009 0.2569 0.11
H -0.5905 -1.8356 -2.4399 0.10
H -1.3123 -3.5647 -2.7130 0.11
H 0.7589 -4.5879 -2.2513 0.11
H 1.1349 -3.5242 -0.8323 0.10
H 1.6064 -1.6280 -2.7886 0.10
H 1.7772 -3.0430 -3.9063 0.12
H 3.4775 -2.4239 -1.2299 0.11
H 3.2838 -4.1155 -1.8475 0.12
H 5.0396 -1.8214 -2.9742 0.12
H 4.1947 -2.9519 -4.2268 0.12
H 7.2595 -2.7747 -2.4217 0.09
H 6.9417 -4.1824 -1.3031 0.10
H 5.9826 -2.6235 -1.0948 0.09
H 0.5928 2.5359 -2.9631 0.11
H 2.2076 4.4830 -3.4610 0.10
H 3.0281 6.0381 -1.4938 0.09
H 2.1222 5.6794 0.9364 0.10
H 0.3962 3.7331 1.4279 0.09
H -2.3738 3.6373 -3.0640 0.09
H -2.6476 3.7054 0.4400 0.08
C -3.6152 -0.9715 6.8544 -0.05
O -4.2476 -0.9725 5.5754 0.00
C -4.1570 0.1911 4.9161 -0.61
O -3.6053 1.1875 5.3105 0.12
O -4.7871 0.0526 3.7405 0.00
C -4.7701 1.2237 2.9268 -0.04
H -3.7524 -1.9596 7.2923 0.09
H -2.5450 -0.7821 6.7548 0.10
H -4.0777 -0.2337 7.5122 0.10
H -3.7465 1.5008 2.6670 0.08
H -5.2800 2.0481 3.4282 0.10
H -5.3059 0.9972 2.0055 0.10
```

Calculated values
Relative energy (zero: lowest compared OMol25 entry of this formula, charge and spin)   5.361 eV
Charge   0
F_max   0.080 hartree/bohr
Lowest unoccupied orbital energy   0.18 eV
SMILES   C#C[C@@H]1[C@@H](CCCCCCCOC)C(=O)O[C@@]1(c1ccccc1)P(=O)(O)O.COC(=O)OC

=====

[2]
ORCA calculation (ωB97M-V with the def2-TZVPD basis set) on a cluster of 3 separate species, C54H49N3O7 in total.

```
113
Properties=species:S:1:pos:R:3:lowdin_charge:R:1
C -3.8418 -2.0235 3.7000 0.14
C -2.9076 -1.4362 3.2034 -0.07
C -1.6253 -0.8248 2.8524 -0.10
C -1.4440 0.5487 2.9724 -0.20
N -2.5022 1.4341 3.4400 0.02
C -2.0313 1.9975 4.7554 -0.21
C -3.1455 2.0201 5.8380 -0.19
C -3.8369 0.6277 6.0384 -0.24
C -3.5612 0.0103 7.4414 -0.11
C -0.2000 1.1591 2.6787 0.05
C 0.8210 0.3232 2.2706 -0.07
C 0.6374 -1.0709 2.1338 -0.04
C -0.5825 -1.6913 2.4120 -0.09
C -0.7905 -3.2026 2.2564 -0.07
C -1.3036 -3.4306 0.7672 -0.15
N -2.7663 -3.5117 0.7001 -0.09
C -3.2698 -4.8236 0.2270 -0.19
C -4.3388 -5.3490 1.2593 -0.07
C -3.3599 -2.4304 -0.0376 -0.44
C -2.8237 -1.9104 -1.3917 0.02
O -4.3681 -1.9338 0.4171 0.08
C 1.8608 -1.8709 1.6924 -0.26
O 1.7943 -2.8169 0.9436 0.11
C 3.1963 -1.3499 2.2450 -0.06
C 4.2132 -2.4358 2.6263 -0.15
N 5.5889 -2.2096 2.1219 -0.11
C 6.4801 -2.1894 3.3215 -0.13
C 3.3716 -0.0308 2.3798 -0.09
C 4.6058 0.6316 2.9459 -0.11
C 5.7228 1.0199 2.2275 0.04
C 2.2123 0.8958 1.9755 -0.27
O 2.3858 1.9722 1.4691 0.13
H -4.5946 -2.6803 4.0948 0.05
H -2.4943 2.2352 2.8114 0.11
H -1.2162 1.3860 5.1863 0.12
H -1.5846 3.0033 4.6191 0.11
H -2.6143 2.2322 6.7905 0.10
H -3.8766 2.8311 5.6953 0.10
H -4.9180 0.7984 5.9070 0.11
H -3.4192 -0.0579 5.2912 0.05
H -2.5281 0.1925 7.7873 0.07
H -4.3072 0.3678 8.1715 0.07
H -3.6763 -1.0845 7.3602 0.06
H -0.0345 2.2316 2.7959 0.14
H 0.2100 -3.6555 2.2982 0.10
H -1.4918 -3.6042 2.9983 0.12
H -0.8670 -2.6041 0.1841 0.10
H -0.7934 -4.3501 0.4262 0.12
H -2.4882 -5.5831 0.1018 0.11
H -3.8408 -4.6765 -0.7113 0.12
H -4.2804 -4.8229 2.2208 0.06
H -5.3501 -5.2146 0.8399 0.07
H -4.2261 -6.4380 1.4235 0.07
H -3.4222 -2.3459 -2.2057 0.10
H -1.7395 -2.0298 -1.5285 0.07
H -3.0133 -0.8272 -1.4125 0.06
H 4.1422 -2.5781 3.7215 0.13
H 3.8587 -3.3862 2.1810 0.12
H 5.8502 -3.0864 1.6732 0.11
H 6.2902 -3.1086 3.9217 0.08
H 7.5456 -2.1905 3.0450 0.08
H 6.2155 -1.3587 3.9951 0.07
H 4.6171 0.8424 4.0337 0.12
H 6.4435 0.2962 1.8382 0.05
H 5.8881 2.1034 2.1042 0.08
O -6.6919 0.5765 -4.6145 0.10
C -6.6574 1.6525 -4.0517 -0.28
C -6.0542 1.7832 -2.6992 -0.08
C -5.5058 0.6637 -2.0839 0.01
C -4.9059 0.7791 -0.8403 -0.05
C -4.8509 2.0175 -0.2061 -0.04
C -5.4109 3.1338 -0.8068 0.00
C -6.0194 3.0206 -2.0517 -0.09
C -6.6321 4.2211 -2.6780 -0.28
O -6.6501 5.2854 -2.0927 0.10
C -7.2174 4.0949 -4.0399 -0.08
C -7.7626 5.2157 -4.6556 0.00
C -8.2812 5.1182 -5.9364 -0.06
C -8.2569 3.8998 -6.6086 -0.06
C -7.7272 2.7772 -5.9936 0.00
C -7.2104 2.8684 -4.7063 -0.08
H -5.5436 -0.2988 -2.5783 0.12
H -4.4768 -0.0941 -0.3653 0.06
H -4.3713 2.1083 0.7612 0.10
H -5.3712 4.0941 -0.3089 0.12
H -7.7782 6.1650 -4.1363 0.12
H -8.7020 5.9932 -6.4158 0.11
H -8.6542 3.8276 -7.6133 0.11
H -7.7126 1.8304 -6.5176 0.12
O 9.6539 0.0333 -2.4276 0.10
C 8.6603 0.2139 -3.1031 -0.28
C 8.7766 0.6542 -4.5194 -0.08
C 10.0367 0.8390 -5.0768 0.00
C 10.1576 1.2113 -6.4055 -0.06
C 9.0200 1.3995 -7.1846 -0.06
C 7.7620 1.2331 -6.6290 0.00
C 7.6350 0.8661 -5.2944 -0.08
C 6.2780 0.7080 -4.7048 -0.28
O 5.2863 0.9449 -5.3650 0.10
C 6.1622 0.2486 -3.2964 -0.09
C 4.9018 0.0610 -2.7402 0.00
C 4.7810 -0.3982 -1.4385 -0.04
C 5.9186 -0.6736 -0.6841 -0.06
C 7.1770 -0.4742 -1.2313 0.00
C 7.3048 -0.0085 -2.5350 -0.08
H 10.9227 0.6880 -4.4741 0.12
H 11.1401 1.3506 -6.8391 0.11
H 9.1166 1.6786 -8.2264 0.11
H 6.8784 1.3850 -7.2351 0.12
H 4.0153 0.2696 -3.3250 0.12
H 3.7975 -0.5471 -1.0082 0.10
H 5.8198 -1.0428 0.3351 0.05
H 8.0612 -0.6854 -0.6429 0.12
```

Calculated values
Charge   0
F_max   0.045 hartree/bohr
Lowest unoccupied orbital energy   -0.88 eV
SMILES   C#Cc1c(NCCCC)cc2c(c1CCN(CC)C(C)=O)C(=O)C(CNC)=C(C=C)C2=O.O=C1c2ccccc2C(=O)c2ccccc21.O=C1c2ccccc2C(=O)c2ccccc21

=====

[3]
ORCA calculation (ωB97M-V with the def2-TZVPD basis set) on a cluster of 2 separate species, C4H12 in total.

```
16
Properties=species:S:1:pos:R:3:lowdin_charge:R:1
C 0.7730 1.6449 1.3763 -0.17
C 1.6483 0.4084 1.4351 -0.17
H -0.2183 1.4306 0.9820 0.04
H 0.5927 2.0424 2.3715 0.06
H 1.1658 2.4629 0.7784 0.06
H 1.5373 -0.1146 2.3826 0.06
H 2.7156 0.6191 1.3805 0.06
H 1.4546 -0.3309 0.6597 0.05
C -1.2264 -1.7633 -1.6010 -0.17
C -1.2132 -0.2890 -1.1910 -0.18
H -0.6216 -2.3571 -0.9045 0.06
H -2.2653 -2.1021 -1.6009 0.06
H -0.8474 -1.9096 -2.6172 0.06
H -1.6509 -0.2021 -0.2029 0.06
H -0.1829 0.0793 -1.1649 0.05
H -1.7299 0.2737 -1.9640 0.06
```

Calculated values
Relative energy (zero: lowest compared OMol25 entry of this formula, charge and spin)   0.131 eV
Charge   0
F_max   0.021 hartree/bohr
Lowest unoccupied orbital energy   1.17 eV
SMILES   CC.CC

=====

[4]
ORCA calculation (ωB97M-V with the def2-TZVPD basis set) on the molecule C5H10N2O.

```
18
Properties=species:S:1:pos:R:3:lowdin_charge:R:1
N -2.6256 -0.2618 -0.4951 0.04
C -1.6584 -0.6666 0.3791 -0.25
C -0.4306 0.1632 0.6860 -0.30
N -0.0254 1.3316 -0.0691 -0.01
C 1.4095 0.8253 -0.3124 -0.15
C 1.9601 -0.6517 -0.0186 -0.18
O 0.9772 -1.6382 -0.1164 -0.07
C -0.2044 -0.9345 -0.2793 -0.24
H -2.3162 0.6380 -0.9766 0.12
H -3.6080 -0.2797 -0.2270 0.09
H -1.9031 -1.1796 1.2620 0.12
H -0.1111 0.2064 1.6849 0.14
H -0.0116 2.1842 0.5626 0.12
H 1.5352 1.0515 -1.3390 0.09
H 2.1332 1.4355 0.2581 0.11
H 2.6735 -1.0267 -0.7211 0.11
H 2.5552 -0.6344 0.9727 0.13
H -0.3496 -0.5624 -1.2507 0.13
```

Calculated values
Relative energy (zero: lowest compared OMol25 entry of this formula, charge and spin)   5.011 eV
Charge   0
F_max   0.065 hartree/bohr
Lowest unoccupied orbital energy   0.97 eV
SMILES   N[C@@H]1[C@@H]2NCCO[C@@H]12

=====

[5]
ORCA calculation (ωB97M-V with the def2-TZVPD basis set) on a cluster of 5 separate species, C31H37F8N6O in total.

```
83
Properties=species:S:1:pos:R:3:lowdin_charge:R:1
F -3.4266 -2.9597 -0.3261 0.12
C -2.9416 -1.7125 -0.2816 -0.29
F -3.3177 -1.1691 0.9049 0.07
C -1.3752 -1.7357 -0.3770 -0.36
F -0.9688 -3.0004 -0.4488 0.18
F -0.8611 -1.1749 0.7348 0.13
C -0.8131 -0.9590 -1.6189 -0.35
F -1.7704 -0.9984 -2.5898 0.13
F 0.2612 -1.6034 -2.0723 0.17
C -0.4035 0.5281 -1.4038 -0.41
F -0.1132 0.9968 -2.6247 0.16
F 0.7405 0.5087 -0.6847 0.13
C -1.4223 1.4344 -0.6893 -0.08
O -1.9496 2.3772 -1.5858 -0.10
C -3.1755 2.9504 -1.1644 -0.16
C -4.3551 2.0728 -1.6019 -0.14
N -5.5845 2.3090 -0.8372 -0.14
C -6.7915 1.8705 -1.5210 -0.16
C -7.5130 0.7128 -0.8619 -0.09
N -7.7884 1.1201 0.5581 0.05
C -6.5027 1.2134 1.3179 -0.08
C -5.4394 2.0759 0.6058 -0.13
H -3.3951 -1.1342 -1.0870 0.14
H -0.8843 1.9208 0.1363 0.16
H -2.2176 0.8225 -0.2383 0.11
H -3.1621 3.1307 -0.0819 0.12
H -3.2363 3.9237 -1.6581 0.14
H -4.5658 2.3097 -2.6490 0.13
H -4.0463 1.0112 -1.5804 0.12
H -6.5469 1.5697 -2.5438 0.14
H -7.5071 2.7048 -1.6144 0.13
H -8.4638 0.4962 -1.3543 0.14
H -6.9170 -0.2043 -0.8105 0.14
H -8.2705 2.0255 0.5517 0.19
H -8.4140 0.4578 1.0203 0.19
H -6.1615 0.1825 1.4470 0.13
H -6.7242 1.6216 2.3060 0.14
H -5.3693 3.0388 1.1258 0.13
H -4.4939 1.5554 0.7960 0.12
N 1.1576 -2.1907 4.5973 0.06
C 2.3517 -1.8923 5.1054 -0.15
C 3.1950 -0.9318 4.5658 -0.08
C 2.7780 -0.2483 3.4355 -0.09
C 1.5403 -0.5511 2.8906 -0.08
C 0.7718 -1.5271 3.5095 -0.16
H 2.6445 -2.4489 5.9888 0.10
H 4.1534 -0.7258 5.0230 0.10
H 3.4021 0.5172 2.9920 0.11
H 1.1825 -0.0400 2.0073 0.08
H -0.2042 -1.7950 3.1210 0.09
N 2.1241 3.9500 4.6092 0.05
C 2.9789 4.8988 4.9875 -0.16
C 3.9655 4.7060 5.9432 -0.07
C 4.0728 3.4603 6.5404 -0.08
C 3.1925 2.4618 6.1549 -0.08
C 2.2413 2.7573 5.1901 -0.17
H 2.8668 5.8613 4.5007 0.10
H 4.6308 5.5155 6.2106 0.10
H 4.8278 3.2719 7.2928 0.11
H 3.2351 1.4736 6.5926 0.10
H 1.5364 1.9995 4.8651 0.09
N 2.9886 0.3909 -6.6126 0.05
C 2.2280 0.1007 -5.5601 -0.16
C 2.3086 -1.0950 -4.8617 -0.07
C 3.2338 -2.0404 -5.2748 -0.09
C 4.0400 -1.7496 -6.3627 -0.06
C 3.8758 -0.5257 -6.9957 -0.15
H 1.5187 0.8656 -5.2609 0.10
H 1.6674 -1.2770 -4.0110 0.08
H 3.3341 -2.9828 -4.7516 0.09
H 4.7866 -2.4506 -6.7092 0.10
H 4.4883 -0.2636 -7.8513 0.10
N 5.9444 -3.6760 -3.1665 0.06
C 5.0040 -3.2258 -2.3391 -0.16
C 4.7527 -3.7722 -1.0893 -0.07
C 5.5286 -4.8413 -0.6698 -0.08
C 6.5158 -5.3171 -1.5174 -0.07
C 6.6817 -4.7037 -2.7508 -0.15
H 4.4183 -2.3867 -2.7001 0.09
H 3.9707 -3.3655 -0.4620 0.10
H 5.3672 -5.2949 0.2997 0.11
H 7.1463 -6.1485 -1.2334 0.10
H 7.4428 -5.0522 -3.4401 0.10
```

Calculated values
Relative energy (zero: lowest compared OMol25 entry of this formula, charge and spin)   0.000 eV
Charge   +1
F_max   0.010 hartree/bohr
Lowest unoccupied orbital energy   -3.46 eV

=====

The calculation returns the following orbital gap values, one per record and in order: 9.40; 7.30; 12.98; 9.08; 7.21 eV.